[1]
Molecular formula: C18H19N3O4S
Method: DFT, the ωB97M-V functional and the def2-TZVPD basis

The geometry in ORCA input format:
```
! wB97M-V def2-TZVPD RIJCOSX def2/J DEFGRID3
* xyz 0 1
C 4.723 -0.912 -0.964
H 5.430 -1.731 -1.079
O 3.841 -1.309 0.060
C 2.827 -0.474 0.403
C 2.590 0.768 -0.171
C 1.499 1.510 0.247
C 0.652 1.043 1.236
C 0.911 -0.196 1.854
C 1.990 -0.943 1.417
H 2.221 -1.903 1.847
O 0.072 -0.546 2.859
C 0.218 -1.814 3.453
H -0.585 -1.886 4.183
H 1.184 -1.907 3.960
H 0.109 -2.612 2.714
N -0.481 1.790 1.603
C -1.773 1.357 1.661
N -2.603 2.323 1.946
C -1.839 3.434 2.089
C -0.525 3.130 1.879
H 0.363 3.727 1.920
H -2.286 4.377 2.331
S -2.250 -0.290 1.313
C -3.371 0.065 -0.080
C -2.672 0.383 -1.398
O -3.300 0.790 -2.352
N -1.342 0.182 -1.407
H -0.901 -0.211 -0.584
C -0.520 0.329 -2.589
C 0.207 -0.943 -2.873
C 0.095 -1.864 -3.871
C 1.032 -2.886 -3.574
C 1.637 -2.513 -2.416
O 1.148 -1.338 -1.984
H 2.397 -2.974 -1.817
H 1.221 -3.772 -4.145
H -0.568 -1.820 -4.710
H -1.183 0.583 -3.418
H 0.200 1.141 -2.429
H -3.989 -0.823 -0.218
H -4.012 0.898 0.206
H 1.292 2.466 -0.209
H 3.227 1.162 -0.946
H 5.267 -0.002 -0.694
H 4.194 -0.754 -1.909
*
```

Results
total energy	-42469.154	eV
frontier orbital gap	8.8695	eV
HOMO energy	-8.3	eV
SMILES	COc1ccc(-n2ccnc2SCC(=O)NCc2ccco2)c(OC)c1
relative energy (zero: lowest compared OMol25 entry of this formula, charge and spin)	73.9	kcal per mole

Here are the Mulliken charges for atoms 1 to 4, given in e: atom 1 (C): -0.878, atom 2 (H): 0.251, atom 3 (O): -0.463, atom 4 (C): 0.222

---

[2]
Molecular formula: C18H19N3O6S
Method: DFT, the ωB97M-V functional and the def2-TZVPD basis

The geometry in ORCA input format:
```
! wB97M-V def2-TZVPD RIJCOSX def2/J DEFGRID3
* xyz 0 1
C 1.482 2.540 3.762
H 0.726 2.486 4.552
O 1.860 1.258 3.317
C 0.934 0.486 2.699
C 1.425 -0.698 2.144
C 0.585 -1.572 1.478
C -0.786 -1.263 1.378
C -1.261 -0.092 1.936
C -0.417 0.792 2.588
H -0.822 1.702 2.999
H -2.313 0.138 1.848
N -1.665 -2.162 0.715
C -1.741 -2.251 -0.631
O -2.434 -3.062 -1.208
C -0.908 -1.200 -1.362
C -1.124 -1.231 -2.856
H -2.063 -0.785 -3.170
H -1.060 -2.247 -3.241
S 0.211 -0.275 -3.630
O 1.481 -0.849 -3.293
O -0.093 -0.064 -5.020
C 0.084 1.345 -2.831
C -0.607 2.340 -3.452
C -0.744 3.637 -2.893
C -0.181 3.968 -1.696
C 0.550 2.965 -1.029
N 1.206 2.964 0.117
O 1.712 1.745 0.251
N 1.414 0.931 -0.752
C 0.688 1.640 -1.596
H -0.270 4.949 -1.260
H -1.308 4.374 -3.444
H -1.048 2.122 -4.413
H 0.150 -1.394 -1.168
H -1.155 -0.218 -0.953
C -2.349 -3.129 1.547
H -2.962 -2.616 2.290
H -2.979 -3.737 0.901
H -1.626 -3.768 2.058
O 0.973 -2.727 0.887
C 2.352 -3.007 0.800
H 2.883 -2.207 0.277
H 2.793 -3.159 1.790
H 2.427 -3.928 0.225
H 2.480 -0.888 2.243
H 2.388 2.989 4.163
H 1.110 3.152 2.934
*
```

Results
total energy	-46561.456	eV
frontier orbital gap	7.3754	eV
HOMO energy	-8.5	eV
SMILES	COc1ccc(N(C)C(=O)CCS(=O)(=O)c2cccc3nonc23)c(OC)c1
relative energy (zero: lowest compared OMol25 entry of this formula, charge and spin)	108.7	kcal per mole

Here are the Mulliken charges for atoms 1 to 4, given in e: atom 1 (C): -0.845, atom 2 (H): 0.331, atom 3 (O): -0.475, atom 4 (C): 0.115

---

[3]
Molecular formula: C18H19N5O2S
Method: DFT, the ωB97M-V functional and the def2-TZVPD basis

The geometry in ORCA input format:
```
! wB97M-V def2-TZVPD RIJCOSX def2/J DEFGRID3
* xyz 0 1
O -0.581 -1.145 -2.511
C -0.611 -0.045 -2.129
N -1.180 0.310 -0.969
H -1.472 1.138 -0.683
C -1.925 -0.984 -0.287
H -1.872 -1.847 -0.599
H -1.540 -0.972 1.006
C -3.462 -0.479 -0.057
C -4.196 -1.522 0.853
H -3.359 -2.199 1.456
C -4.987 -0.497 1.966
H -6.012 -0.345 1.443
C -4.035 0.374 1.912
H -3.190 0.485 2.747
O -3.602 0.747 0.579
H -4.669 1.421 2.455
H -5.017 -1.342 2.966
H -4.818 -2.259 0.445
H -3.811 -0.304 -0.984
C -0.256 1.218 -2.774
H 0.775 0.985 -3.223
H -0.904 1.360 -3.668
S -0.354 2.906 -2.035
C 0.841 2.741 -0.699
N 1.506 1.720 -0.953
N 2.542 1.534 0.209
C 3.278 0.305 0.628
N 4.106 1.113 1.542
N 3.741 2.192 1.914
C 2.883 2.562 1.070
C 2.190 3.937 0.763
C 1.164 3.845 -0.251
H 0.662 4.804 -0.312
H 2.442 4.548 1.389
C 3.230 -0.941 0.154
C 2.325 -1.143 -0.683
C 2.333 -2.653 -1.319
C 3.302 -3.496 -0.445
C 4.262 -3.009 0.176
C 4.149 -1.614 0.687
H 5.094 -1.442 1.430
H 4.919 -3.648 0.740
H 3.223 -4.585 -1.017
H 1.488 -3.145 -1.795
H 1.397 -0.626 -1.133
*
```

Results
total energy	-41334.605	eV
frontier orbital gap	7.0593	eV
HOMO energy	-7.9	eV
relative energy (zero: lowest compared OMol25 entry of this formula, charge and spin)	476.2	kcal per mole

Here are the Mulliken charges for atoms 1 to 4, given in e: atom 1 (O): -0.607, atom 2 (C): 0.362, atom 3 (N): -0.120, atom 4 (H): 0.385

---

[4]
Molecular formula: C18H19NO3
Method: DFT, the ωB97M-V functional and the def2-TZVPD basis

The geometry in ORCA input format:
```
! wB97M-V def2-TZVPD RIJCOSX def2/J DEFGRID3
* xyz 0 1
C 7.480 1.252 0.322
H 8.326 1.943 -0.144
O 6.413 1.608 -0.514
C 5.199 0.740 -0.249
C 4.034 0.899 -1.128
C 2.774 0.301 -0.745
C 2.667 -0.759 0.316
C 3.863 -0.914 0.780
C 5.017 -0.218 0.628
H 5.962 -0.556 1.318
H 3.783 -1.524 1.660
N 1.483 -1.277 0.285
C 0.414 -1.490 -0.375
O 0.143 -0.471 -1.131
C -0.618 -2.355 0.166
O -1.960 -2.228 -0.120
C -2.566 -1.221 0.083
C -3.871 -1.017 -0.540
C -4.533 0.233 -0.443
C -4.267 1.175 0.620
C -3.068 1.033 1.052
C -2.321 0.034 1.065
H -1.255 0.004 1.470
H -2.759 1.860 1.999
C -5.279 2.379 0.338
H -4.879 3.088 -0.033
H -5.435 2.375 1.596
C -6.484 1.701 -0.058
H -7.182 1.035 0.882
H -7.130 2.212 -0.470
C -5.968 0.563 -1.017
H -5.879 0.818 -2.106
H -6.605 -0.376 -1.005
H -4.146 -1.876 -1.324
H -0.660 -2.359 1.398
H -0.239 -3.136 0.026
H 1.708 -2.063 0.941
H 1.960 0.653 -1.119
H 4.058 1.911 -1.689
H 7.667 0.357 0.166
H 7.369 1.341 1.470
*
```

Results
total energy	-26590.590	eV
frontier orbital gap	7.4600	eV
HOMO energy	-7.6	eV
relative energy (zero: lowest compared OMol25 entry of this formula, charge and spin)	412.5	kcal per mole

Here are the Mulliken charges for atoms 1 to 4, given in e: atom 1 (C): -0.918, atom 2 (H): 0.219, atom 3 (O): -0.359, atom 4 (C): 0.943

---

[5]
Molecular formula: C18H19NO4
Method: DFT, the ωB97M-V functional and the def2-TZVPD basis

The geometry in ORCA input format:
```
! wB97M-V def2-TZVPD RIJCOSX def2/J DEFGRID3
* xyz 0 1
C 5.686 0.115 2.760
H 6.378 0.165 3.449
O 4.352 -0.024 3.361
C 3.365 -0.092 2.572
C 2.287 -0.095 3.124
C 1.037 -0.111 2.656
C 1.023 -0.153 1.311
C 2.222 -0.497 0.568
C 3.442 -0.332 1.265
H 4.276 -0.248 0.626
H 2.124 -0.595 -0.299
N -0.133 -0.646 0.626
C -1.401 -0.290 0.742
O -1.911 -0.060 2.132
C -2.453 -0.465 -0.268
C -2.262 -1.417 -1.090
C -3.488 -1.713 -2.112
O -4.584 -1.290 -1.827
O -3.320 -2.835 -2.984
H -4.048 -2.845 -3.396
H -1.989 -2.520 -0.604
H -1.457 -1.289 -1.648
H -3.563 -0.519 0.367
C -2.593 1.111 -0.809
C -1.216 1.063 -1.549
C -1.000 0.941 -2.905
C 0.384 1.359 -3.552
C 1.173 1.821 -2.582
C 0.986 2.472 -1.313
C -0.332 2.142 -0.857
H -0.565 2.283 0.217
H 1.760 2.808 -0.845
H 2.178 2.153 -3.066
H 0.625 1.005 -4.511
H -1.610 0.495 -3.495
H -2.981 1.667 -0.092
H -3.292 0.780 -1.798
H -0.167 -0.441 -0.322
H 0.037 -0.196 3.259
H 2.205 0.082 4.595
H 5.759 1.038 2.001
H 5.933 -0.730 2.472
*
```

Results
total energy	-28637.761	eV
frontier orbital gap	8.5828	eV
HOMO energy	-8.3	eV
relative energy (zero: lowest compared OMol25 entry of this formula, charge and spin)	417.0	kcal per mole

Here are the Mulliken charges for atoms 1 to 4, given in e: atom 1 (C): -1.225, atom 2 (H): 0.463, atom 3 (O): -0.491, atom 4 (C): 0.755

---

[6]
Molecular formula: C18H19NO5
Method: DFT, the ωB97M-V functional and the def2-TZVPD basis

The geometry in ORCA input format:
```
! wB97M-V def2-TZVPD RIJCOSX def2/J DEFGRID3
* xyz 0 1
C 2.084 5.824 -1.694
C 1.515 4.510 -1.251
C 0.172 4.411 -0.901
C -0.347 3.205 -0.474
C 0.449 2.073 -0.400
C 1.786 2.155 -0.763
C 2.308 3.379 -1.182
H 3.353 3.420 -1.450
O 2.672 1.116 -0.761
C 2.211 -0.210 -0.646
H 1.221 -0.324 -1.094
C 2.200 -0.739 0.800
O 1.142 -0.138 1.506
H 1.020 -0.603 2.344
H 3.166 -0.476 1.263
C 2.045 -2.277 0.816
N 0.693 -2.677 0.499
C -0.234 -2.728 1.478
O 0.043 -2.638 2.663
C -1.647 -3.010 1.054
C -2.300 -4.028 1.742
C -3.633 -4.309 1.506
C -4.350 -3.539 0.605
C -3.727 -2.499 -0.058
C -2.374 -2.236 0.143
C -1.775 -1.128 -0.644
O -0.777 -1.222 -1.322
O -2.488 -0.009 -0.579
H -2.066 0.701 -1.093
H -4.283 -1.884 -0.749
H -5.396 -3.740 0.427
H -4.115 -5.116 2.036
H -1.741 -4.593 2.471
H 0.384 -2.556 -0.457
H 2.736 -2.741 0.112
H 2.253 -2.644 1.826
H 2.931 -0.806 -1.217
H 0.046 1.155 -0.009
H -1.385 3.143 -0.179
H -0.460 5.286 -0.954
H 3.127 5.721 -1.980
H 2.015 6.555 -0.889
H 1.525 6.213 -2.544
*
```

Results
total energy	-30702.850	eV
frontier orbital gap	8.6736	eV
HOMO energy	-8.3	eV
SMILES	Cc1cccc(OC[C@@H](O)CNC(=O)c2ccccc2C(=O)O)c1
relative energy (zero: lowest compared OMol25 entry of this formula, charge and spin)	3.9	kcal per mole

Here are the Mulliken charges for atoms 1 to 4, given in e: atom 1 (C): -1.414, atom 2 (C): 0.985, atom 3 (C): -0.575, atom 4 (C): -0.973